1.
ORCA calculation (ωB97M-V/def2-TZVPD) on the molecule C7H9F at a distorted geometry.

Summary:
HOMO: -9.33 eV
SMILES: C#CC/C(=C/C)CF
LUMO: 0.0187 Eh
Max |F|: 11.70 eV Å⁻¹
Total charge: 0
Relative energy (zero: lowest compared OMol25 entry of this formula, charge and spin): 4.7453 eV
Orbital gap: 9.842 eV

Last column: Mulliken charge in e.
Positions of all 17 atoms, in Å:
1 C 3.477 0.196 -0.807  -0.400
2 C 2.288 -0.075 -0.335  -0.204
3 C 1.424 -0.433 0.651  -0.505
4 C -0.148 0.004 0.459  0.450
5 C -1.080 -0.926 0.180  -0.402
6 C -2.373 -0.877 -0.590  -0.867
7 C -0.369 1.480 0.503  -0.212
8 F -1.406 1.748 -0.514  -0.327
9 H 4.208 0.585 -1.432  0.414
10 H 1.847 0.276 1.580  0.212
11 H 1.507 -1.569 0.874  0.328
12 H -0.515 -1.796 0.333  0.297
13 H -2.973 0.122 -0.569  0.271
14 H -3.320 -1.691 -0.358  0.266
15 H -2.085 -1.096 -1.736  0.213
16 H -0.878 1.762 1.491  0.191
17 H 0.398 2.290 0.270  0.273

Atoms 1-3, force components in eV/Å:
-8.3 -1.7 2.8
10.1 2.5 -5.4
-3.8 0.0 5.5

2.
ORCA calculation (ωB97M-V/def2-TZVPD) on a 9-piece molecular cluster, C37H61F2NO14 overall at a distorted geometry.

Summary:
HOMO: -9.22 eV
SMILES: C[N+](=O)[O-].CCOC(C)=O.CCOC(C)=O.CCOC(C)=O.CCOC(C)=O.CCOC(C)=O.CCOC(C)=O.Fc1ccccc1.Fc1ccccc1
LUMO: 0.0134 Eh
Max |F|: 1.49 eV Å⁻¹
Total charge: 0
Relative energy (zero: lowest compared OMol25 entry of this formula, charge and spin): 0.0000 eV
Orbital gap: 9.589 eV

Last column: Mulliken charge in e.
Positions of all 115 atoms, in Å:
1 C 0.161 -1.393 0.203  0.262
2 N -0.647 -0.584 -0.752  0.857
3 O -0.180 0.471 -1.130  -0.331
4 O -1.793 -0.932 -0.940  -0.524
5 H 1.187 -1.422 -0.150  -0.335
6 H -0.292 -2.370 0.301  -0.081
7 H 0.092 -0.874 1.156  0.217
8 C 4.405 -0.518 0.778  -0.440
9 C 5.469 -0.110 1.785  -0.653
10 O 4.949 0.714 2.838  -0.352
11 C 4.040 0.211 3.671  0.881
12 C 3.525 1.218 4.666  -0.937
13 O 3.623 -0.920 3.631  -0.603
14 H 3.892 0.393 0.454  0.115
15 H 3.654 -1.162 1.228  0.333
16 H 4.854 -0.979 -0.100  0.221
17 H 5.947 -0.979 2.239  0.384
18 H 6.212 0.490 1.265  0.320
19 H 3.964 2.202 4.508  0.291
20 H 3.678 0.852 5.675  0.350
21 H 2.460 1.342 4.463  0.146
22 C -1.249 -6.627 -1.181  -1.284
23 C -1.360 -6.184 0.259  0.416
24 O -2.677 -6.606 0.735  -0.262
25 C -2.712 -7.464 1.761  0.772
26 C -4.013 -7.397 2.526  -0.873
27 O -1.835 -8.235 2.036  -0.569
28 H -1.295 -7.713 -1.244  0.331
29 H -0.288 -6.328 -1.607  0.377
30 H -2.037 -6.161 -1.769  0.313
31 H -0.571 -6.559 0.906  0.410
32 H -1.391 -5.101 0.375  -0.290
33 H -4.048 -6.418 3.009  0.092
34 H -4.046 -8.200 3.252  0.319
35 H -4.863 -7.468 1.846  0.306
36 C 2.925 -1.734 -2.447  -0.619
37 C 3.681 -2.234 -3.660  -0.759
38 O 4.658 -1.276 -4.083  -0.283
39 C 5.900 -1.393 -3.624  0.811
40 C 6.791 -0.295 -4.146  -1.043
41 O 6.276 -2.237 -2.851  -0.580
42 H 3.448 -1.813 -1.497  0.211
43 H 2.049 -2.381 -2.323  0.403
44 H 2.594 -0.712 -2.629  0.155
45 H 4.061 -3.245 -3.529  0.369
46 H 2.981 -2.266 -4.496  0.389
47 H 7.634 -0.153 -3.474  0.340
48 H 6.244 0.648 -4.170  0.264
49 H 7.186 -0.528 -5.133  0.274
50 C -4.019 1.292 0.361  -0.771
51 C -4.223 0.279 1.458  0.337
52 O -4.600 0.896 2.715  -0.424
53 C -3.601 1.208 3.541  0.872
54 C -4.142 1.797 4.820  -1.251
55 O -2.434 1.082 3.278  -0.513
56 H -3.014 1.178 -0.065  -0.204
57 H -3.860 2.295 0.767  0.341
58 H -4.769 1.255 -0.418  0.418
59 H -4.990 -0.472 1.266  0.299
60 H -3.351 -0.341 1.692  -0.118
61 H -4.877 2.560 4.573  0.369
62 H -3.320 2.230 5.386  0.316
63 H -4.617 1.041 5.445  0.326
64 C -3.289 -2.114 5.276  -1.404
65 C -2.646 -2.573 3.997  0.108
66 O -3.667 -3.047 3.097  -0.315
67 C -3.324 -3.277 1.826  0.855
68 C -4.500 -3.778 1.048  -1.206
69 O -2.221 -3.048 1.395  -0.529
70 H -3.963 -1.268 5.185  0.168
71 H -2.439 -1.769 5.883  0.411
72 H -3.701 -2.936 5.858  0.416
73 H -1.993 -1.847 3.512  0.076
74 H -1.970 -3.414 4.199  0.404
75 H -4.859 -4.749 1.388  0.181
76 H -4.275 -3.848 -0.012  0.343
77 H -5.353 -3.114 1.206  0.380
78 C -2.467 7.298 -1.368  -0.967
79 C -2.762 6.602 -2.695  -0.289
80 O -1.930 5.432 -2.837  -0.340
81 C -2.491 4.284 -2.458  0.515
82 C -1.732 3.061 -2.860  -0.130
83 O -3.490 4.197 -1.789  -0.608
84 H -2.439 6.619 -0.520  0.258
85 H -3.246 8.051 -1.215  0.344
86 H -1.528 7.852 -1.412  0.297
87 H -3.811 6.330 -2.743  0.356
88 H -2.457 7.269 -3.496  0.309
89 H -2.158 2.517 -3.705  0.468
90 H -1.722 2.343 -2.040  -0.260
91 H -0.690 3.241 -3.127  0.095
92 F 1.718 0.815 -6.447  -0.362
93 C 2.022 1.593 -5.381  0.252
94 C 1.468 1.319 -4.154  -0.397
95 C 1.903 2.080 -3.065  0.276
96 C 2.793 3.119 -3.252  -0.644
97 C 3.328 3.376 -4.517  -0.670
98 C 2.961 2.591 -5.594  -0.617
99 H 0.862 0.428 -4.055  0.603
100 H 1.565 1.856 -2.060  0.404
101 H 3.139 3.684 -2.396  0.385
102 H 4.091 4.139 -4.604  0.378
103 H 3.497 2.735 -6.521  0.428
104 F 1.489 1.105 1.764  -0.392
105 C 1.345 2.316 1.183  -0.028
106 C 0.078 2.766 0.886  -0.191
107 C -0.077 4.026 0.316  -0.840
108 C 1.051 4.734 -0.071  -0.354
109 C 2.323 4.275 0.251  -0.838
110 C 2.470 3.065 0.914  -0.021
111 H -0.795 2.175 1.133  0.712
112 H -1.065 4.321 -0.014  0.548
113 H 0.920 5.688 -0.568  0.421
114 H 3.170 4.860 -0.081  0.448
115 H 3.439 2.756 1.287  0.457

Atoms 1-3, force components in eV/Å:
0.1 -0.2 -0.1
-0.6 0.2 1.1
0.3 0.0 -0.4

3.
ORCA calculation (ωB97M-V/def2-TZVPD) on the molecule C2H6N4S at a distorted geometry.

Summary:
HOMO: -9.50 eV
SMILES: [H]/N=C\NS/C(N)=N\[H]
LUMO: 0.0175 Eh
Max |F|: 1.86 eV Å⁻¹
Total charge: 0
Relative energy (zero: lowest compared OMol25 entry of this formula, charge and spin): 0.5578 eV
Orbital gap: 9.978 eV

Last column: Mulliken charge in e.
Positions of all 13 atoms, in Å:
1 H 1.476 0.341 1.584  0.252
2 N 2.340 0.537 1.047  -0.578
3 C 2.197 0.218 -0.162  0.088
4 N 1.075 -0.313 -0.822  -0.359
5 S -0.197 -1.054 0.022  -0.078
6 C -1.484 0.218 0.026  0.517
7 N -1.068 1.470 -0.323  -0.428
8 N -2.655 -0.041 0.417  -0.688
9 H -2.746 -1.037 0.664  0.235
10 H 3.072 0.395 -0.855  0.303
11 H 1.245 -0.704 -1.751  0.251
12 H -0.223 1.572 -0.927  0.222
13 H -1.806 2.108 -0.488  0.264

Atoms 1-3, force components in eV/Å:
0.4 0.1 -0.2
-0.8 -0.1 0.2
1.2 0.2 -0.6

4.
ORCA calculation (ωB97M-V/def2-TZVPD) on C38H50AsKN2O3Si3 as an isolated structure at a distorted geometry.

Summary:
HOMO: -1.07 eV
LUMO: 0.1532 Eh
Max |F|: 1.50 eV Å⁻¹
Total charge: -2
Relative energy (zero: lowest compared OMol25 entry of this formula, charge and spin): 0.2093 eV
Orbital gap: 5.238 eV

Last column: Mulliken charge in e.
Positions of all 98 atoms, in Å:
1 K 0.091 0.090 1.378  0.363
2 C 0.527 4.563 0.317  -0.404
3 O -0.765 4.945 0.776  -0.558
4 C -1.241 4.218 1.852  -0.103
5 C -1.640 4.922 2.962  -0.615
6 C -2.149 4.273 4.093  -0.748
7 C -2.240 2.897 4.062  -0.909
8 C -1.890 2.148 2.934  1.109
9 C -2.072 0.683 3.051  -0.623
10 N -2.256 -0.127 2.082  0.034
11 N -2.306 -1.474 2.491  -0.774
12 C -1.612 -2.294 1.729  0.148
13 O -0.896 -2.053 0.715  -0.163
14 C -1.703 -3.727 2.219  0.348
15 C -1.354 -4.753 1.349  0.165
16 C -1.404 -6.082 1.752  -0.893
17 C -1.793 -6.401 3.046  -0.385
18 C -2.135 -5.379 3.925  -0.800
19 C -2.094 -4.055 3.516  -0.464
20 C -1.347 2.784 1.761  0.516
21 O -0.960 2.149 0.726  -0.095
22 H 0.861 5.351 -0.359  0.303
23 H 0.494 3.604 -0.192  -0.112
24 H 1.229 4.489 1.156  0.292
25 H -1.527 6.001 2.934  0.411
26 H -2.441 4.835 4.971  0.339
27 H -2.615 2.359 4.928  0.361
28 H -2.009 0.273 4.067  0.042
29 H -1.030 -4.486 0.351  0.227
30 H -1.130 -6.867 1.056  0.383
31 H -1.820 -7.435 3.371  0.356
32 H -2.431 -5.616 4.941  0.363
33 H -2.359 -3.247 4.184  0.445
34 C -2.629 -3.094 -1.676  -0.804
35 Si -1.012 -2.406 -2.325  0.511
36 C -1.137 -2.629 -4.197  -1.211
37 C 0.481 -3.405 -1.809  -0.912
38 As -0.727 -0.187 -1.608  0.608
39 Si -2.776 0.796 -2.174  0.526
40 C -3.988 0.269 -0.862  -0.574
41 C -3.479 0.343 -3.858  -1.066
42 C -2.550 2.644 -2.092  -0.636
43 Si 0.668 0.589 -3.353  0.141
44 C 0.157 0.497 -5.162  -1.153
45 C 2.286 -0.345 -3.188  -1.060
46 C 1.024 2.401 -3.036  -0.163
47 H -2.595 -4.189 -1.691  0.386
48 H -3.452 -2.774 -2.322  0.414
49 H -2.838 -2.768 -0.659  0.024
50 H -1.560 -3.622 -4.391  0.359
51 H -0.153 -2.588 -4.671  0.289
52 H -1.775 -1.888 -4.680  0.325
53 H 0.251 -4.472 -1.909  0.373
54 H 0.757 -3.193 -0.776  -0.049
55 H 1.330 -3.181 -2.459  0.390
56 H -4.319 -0.763 -0.997  0.275
57 H -4.864 0.927 -0.895  0.412
58 H -3.524 0.343 0.126  -0.270
59 H -3.827 -0.692 -3.883  0.224
60 H -2.762 0.474 -4.669  0.202
61 H -4.338 0.998 -4.047  0.334
62 H -2.017 2.908 -1.175  -0.156
63 H -3.534 3.126 -2.088  0.404
64 H -1.985 3.031 -2.944  0.212
65 H 0.006 -0.518 -5.525  0.271
66 H 0.981 0.949 -5.727  0.359
67 H -0.747 1.073 -5.369  0.291
68 H 2.224 -1.338 -3.641  0.280
69 H 2.573 -0.472 -2.142  0.254
70 H 3.088 0.208 -3.688  0.437
71 H 0.209 3.044 -3.371  0.364
72 H 1.936 2.687 -3.572  0.436
73 H 1.173 2.596 -1.974  -0.688
74 C 6.644 3.102 -1.199  -0.370
75 C 6.862 2.448 0.012  -0.583
76 C 5.824 1.814 0.671  -0.411
77 C 4.528 1.811 0.143  -0.015
78 C 4.325 2.469 -1.069  -0.151
79 C 5.364 3.108 -1.735  -0.651
80 C 3.402 1.134 0.836  0.927
81 C 3.550 0.432 1.960  -1.938
82 C 2.555 -0.287 2.700  0.327
83 C 1.902 0.274 3.830  0.028
84 C 1.062 -0.484 4.632  -0.457
85 C 0.819 -1.827 4.361  -0.516
86 C 1.412 -2.387 3.235  -0.047
87 C 2.248 -1.644 2.417  -0.093
88 H 7.459 3.602 -1.712  0.351
89 H 7.857 2.434 0.446  0.342
90 H 5.971 1.298 1.613  0.328
91 H 3.328 2.477 -1.495  0.460
92 H 5.168 3.610 -2.676  0.369
93 H 2.446 1.285 0.298  -0.432
94 H 2.094 1.313 4.073  0.340
95 H 0.585 -0.014 5.486  0.350
96 H 0.159 -2.413 4.987  0.342
97 H 1.199 -3.420 2.980  0.320
98 H 2.699 -2.101 1.542  0.262

Atoms 1-3, force components in eV/Å:
1.5 0.1 -0.1
0.0 0.0 0.1
0.0 0.0 0.0

Which value of HOMO does entry 4 give?
-1.07 eV

Which value of LUMO does entry 1 give?
0.0187 Eh

Which of these has the lowest orbital gap?
C38H50AsKN2O3Si3

Among the records above, which one has the highest LUMO?
C38H50AsKN2O3Si3